Entry 1:
C2H3INO3 | wB97M-V/def2-TZVPD

## Properties
- HOMO energy (eV) = -13.78
- energy relative to the best compared isomer or geometry (same formula, charge and spin) (eV) = 0.7595
- total charge = +1
- energy (hartree) = -655.7070
- 2S+1 = 1
- LUMO (eV) = -6.59

Element x y z (Å)
C 0.376 0.419 0.030
C 0.264 -1.048 0.396
N -1.587 2.016 -0.806
O 1.028 1.360 0.106
O 1.302 -1.143 1.323
O -1.387 0.845 -0.601
I 3.051 -1.905 0.656
H 0.260 -1.613 -0.574
H -0.816 -0.972 0.882
H -2.491 2.040 -1.413

Force components x, y, z for each atom (eV/Å):
2.2 2.1 0.4
-1.6 1.6 0.4
-0.9 -0.7 -0.9
-1.5 -1.5 -0.4
-0.6 -1.0 -0.6
-0.4 0.3 -0.4
-0.3 0.1 0.1
0.1 0.0 1.1
2.1 -1.1 -0.6
0.9 0.3 0.9

Entry 2:
C2H3INOS | wB97M-V/def2-TZVPD

## Properties
- HOMO energy (eV) = -14.12
- energy relative to the best compared isomer or geometry (same formula, charge and spin) (eV) = 0.5051
- total charge = +1
- energy (hartree) = -903.4802
- 2S+1 = 1
- LUMO (eV) = -5.65

Element x y z (Å)
C 0.050 1.710 0.494
C 0.582 2.530 -0.366
N -0.005 0.125 0.154
O 0.232 3.604 -2.790
S 1.178 3.216 -1.807
I -0.830 1.791 2.449
H 0.715 -0.423 -0.337
H -0.912 0.062 -0.326
H -0.130 -0.180 1.094

Force components x, y, z for each atom (eV/Å):
0.8 -0.8 -0.3
-0.1 0.5 -2.1
-0.9 1.8 -0.4
-1.4 0.2 -0.7
0.9 -1.3 3.7
0.5 0.6 -0.9
0.1 0.8 0.0
0.3 -0.5 0.0
-0.1 -1.3 0.8

Entry 3:
C2H3IO | wB97M-V/def2-TZVPD

## Properties
- SMILES string = CC(=O)I
- HOMO energy (eV) = -9.85
- energy relative to the best compared isomer or geometry (same formula, charge and spin) (eV) = 2.1031
- energy (hartree) = -450.8515
- 2S+1 = 1
- LUMO (eV) = -0.42

Element x y z (Å)
C 0.277 -0.134 0.017
C 1.494 -0.833 -0.038
O 1.622 -2.280 -0.046
I 3.325 0.202 0.024
H 0.262 0.640 0.675
H -0.575 -0.636 0.178
H 0.020 0.492 -0.886

Force components x, y, z for each atom (eV/Å):
-0.3 2.3 -3.2
3.3 -10.6 0.0
-1.2 9.9 0.0
-0.5 -0.1 -0.1
0.6 2.2 2.5
-2.7 -2.7 0.6
0.8 -0.9 0.1

Entry 4:
C2H3KNaO2 | wB97M-V/def2-TZVPD

## Properties
- HOMO energy (eV) = -9.92
- energy relative to the best compared isomer or geometry (same formula, charge and spin) (eV) = 0.0000
- total charge = +1
- energy (hartree) = -990.4138
- 2S+1 = 1
- LUMO (eV) = -4.52

Element x y z (Å)
O -1.435 1.210 0.861
C -1.528 0.481 -0.170
C -0.249 -0.086 -0.745
O 0.713 -0.277 0.244
K 1.239 -2.559 1.251
H 0.061 0.591 -1.568
H -0.552 -1.025 -1.256
Na 2.369 1.135 0.196
H -0.617 0.528 1.187

Force components x, y, z for each atom (eV/Å):
3.5 -3.1 2.1
-3.2 0.7 -4.4
-0.2 -0.8 0.5
1.0 0.1 0.8
-0.3 0.0 -0.1
-0.3 0.1 0.2
0.2 0.3 0.2
-0.3 0.1 -0.1
-0.3 2.7 0.8

Entry 5:
C2H3LiO2Rh | wB97M-V/def2-TZVPD

## Properties
- HOMO energy (alpha / beta) (eV) = -13.03 / -14.78
- energy relative to the best compared isomer or geometry (same formula, charge and spin) (eV) = 0.0000
- total charge = +1
- energy (hartree) = -346.1610
- ⟨S²⟩ = 6.015
- 2S+1 = 5
- LUMO (alpha / beta) (eV) = -4.25 / -6.75

Element x y z (Å)
H 1.292 -2.394 -0.726
O -0.382 -0.735 1.212
C -0.657 0.547 0.884
C 0.005 1.128 -0.150
O 0.724 0.281 -0.936
Li -0.581 -0.947 -1.520
Rh 1.310 -1.061 0.359
H -1.493 1.045 1.388
H -0.218 2.137 -0.510

Force components x, y, z for each atom (eV/Å):
0.0 0.5 0.2
-2.5 3.2 0.3
-1.2 -2.1 2.1
0.5 -0.3 -2.5
-1.4 3.3 -0.6
0.2 -0.4 -0.2
3.6 -3.9 0.4
0.5 -0.1 0.1
0.4 -0.2 0.2

Entry 6:
C2H3LiO2Sr | wB97M-V/def2-TZVPD

## Properties
- HOMO energy (alpha / beta) (eV) = -17.53 / -14.74
- energy relative to the best compared isomer or geometry (same formula, charge and spin) (eV) = 1.8871
- total charge = +2
- energy (hartree) = -265.9896
- 2S+1 = 1
- LUMO (alpha / beta) (eV) = -8.93 / -9.91

Element x y z (Å)
H 0.800 -0.858 -1.778
O -0.014 -1.394 -1.840
C -0.415 -1.017 -0.631
C 0.448 -0.203 -0.007
O 0.284 0.500 1.064
Sr -0.604 2.091 3.112
Li -0.516 2.381 0.830
H -1.454 -1.215 -0.407
H 1.473 -0.286 -0.342

Force components x, y, z for each atom (eV/Å):
0.8 -0.9 -2.2
0.1 0.7 1.8
-2.9 -1.3 -2.6
1.9 1.7 3.6
-1.2 1.0 -0.2
0.2 -1.1 3.3
0.4 0.0 -3.8
0.0 -0.3 0.4
0.6 0.3 -0.3

Entry 7:
C2H3LiOSn | wB97M-V/def2-TZVPD

## Properties
- HOMO energy (eV) = -6.86
- energy relative to the best compared isomer or geometry (same formula, charge and spin) (eV) = 0.0000
- energy (hartree) = -374.9316
- 2S+1 = 1
- LUMO (eV) = -1.48

Element x y z (Å)
C 0.416 -1.169 -0.259
C -0.080 -0.407 0.749
O 0.379 0.883 0.908
Li 0.227 1.060 -0.816
H 0.040 -2.179 -0.436
H 1.241 -0.837 -0.914
Sn -1.046 0.676 2.176
H -1.177 1.971 -1.407

Force components x, y, z for each atom (eV/Å):
-0.6 0.0 0.9
1.6 -2.1 -2.4
2.6 0.7 -0.5
-0.7 0.7 -1.2
0.1 0.5 0.1
-0.3 -0.1 0.4
-2.9 0.6 2.3
0.3 -0.2 0.3

Entry 8:
C2H3N | wB97M-V/def2-TZVPD

## Properties
- SMILES string = CC#N
- HOMO energy (eV) = -11.83
- energy relative to the best compared isomer or geometry (same formula, charge and spin) (eV) = 0.0301
- energy (hartree) = -132.7506
- 2S+1 = 1
- LUMO (eV) = 0.80

Element x y z (Å)
C -13.720 20.749 13.880
C -13.458 19.315 13.698
N -13.227 18.206 13.545
H -14.775 20.937 14.031
H -13.381 21.210 12.949
H -13.094 21.115 14.687

Force components x, y, z for each atom (eV/Å):
0.6 -0.6 -0.7
-0.2 0.5 0.3
0.1 -0.4 -0.1
-0.1 0.1 0.1
-0.2 0.3 0.1
-0.2 0.1 0.2

Entry 9:
C2H3N2O | wB97M-V/def2-TZVPD

## Properties
- HOMO energy (eV) = -16.54
- energy relative to the best compared isomer or geometry (same formula, charge and spin) (eV) = 4.4016
- total charge = +1
- energy (hartree) = -262.3160
- 2S+1 = 1
- LUMO (eV) = -8.01

Element x y z (Å)
C -1.874 -0.614 -0.058
C 0.088 -0.138 0.000
N -2.858 1.575 0.074
N -2.590 0.503 -0.044
O -2.244 -1.720 0.035
H -0.047 0.183 -0.970
H 0.463 -1.099 0.037
H 0.473 0.536 0.707

Force components x, y, z for each atom (eV/Å):
6.8 -4.0 1.7
-3.8 -0.6 -0.5
0.3 -1.7 -0.3
-3.6 6.1 0.2
-0.8 0.1 -0.5
0.7 1.1 -2.1
0.6 -2.0 0.3
-0.3 1.0 1.1

Entry 10:
C2H3N2O2 | wB97M-V/def2-TZVPD

## Properties
- HOMO energy (alpha / beta) (eV) = -3.00 / -3.37
- energy relative to the best compared isomer or geometry (same formula, charge and spin) (eV) = 5.2219
- total charge = -1
- energy (hartree) = -337.8175
- 2S+1 = 1
- LUMO (alpha / beta) (eV) = 3.79 / 3.80

Element x y z (Å)
C 0.662 0.235 -0.211
C -0.632 0.487 -0.061
N -1.060 1.694 -0.088
N -3.188 1.734 0.766
O -3.909 2.676 0.705
O -3.440 0.638 1.306
H 1.096 -0.720 -0.625
H 1.260 1.121 -0.456
H -1.358 -0.324 0.129

Force components x, y, z for each atom (eV/Å):
4.0 -1.0 -1.6
-3.0 -1.1 1.3
-1.6 1.9 -0.2
3.1 -2.8 -0.1
-1.2 0.8 0.2
-0.6 1.3 -0.4
-0.9 0.9 0.6
0.2 -0.3 0.3
0.0 0.2 -0.2

Entry 11:
C2H3N2O2 | wB97M-V/def2-TZVPD

## Properties
- SMILES string = O=C([O-])N1CN1
- HOMO energy (eV) = -4.25
- energy relative to the best compared isomer or geometry (same formula, charge and spin) (eV) = 0.9559
- total charge = -1
- energy (hartree) = -337.9743
- 2S+1 = 1
- LUMO (eV) = 4.52

Element x y z (Å)
O -2.247 0.896 0.039
C -1.480 -0.041 -0.027
O -1.544 -1.245 -0.307
N -0.109 0.287 0.637
C 0.896 -0.454 -0.019
N 0.941 0.926 -0.422
H 0.414 -0.986 -0.820
H 1.633 -0.991 0.768
H 1.495 1.609 0.152

Force components x, y, z for each atom (eV/Å):
-1.2 0.6 -0.6
1.4 -0.1 1.6
-0.8 -0.1 -0.6
0.7 0.8 -1.5
1.5 -0.8 2.4
-0.9 0.9 1.4
0.9 -1.2 -0.1
-1.1 1.2 -2.3
-0.5 -1.4 -0.3

Entry 12:
C2H3N2O2 | wB97M-V/def2-TZVPD

## Properties
- SMILES string = O=C/[NH+]=C/N=O
- HOMO energy (alpha / beta) (eV) = -14.79 / -14.79
- energy relative to the best compared isomer or geometry (same formula, charge and spin) (eV) = 7.7632
- total charge = +1
- energy (hartree) = -337.4529
- 2S+1 = 1
- LUMO (alpha / beta) (eV) = -8.69 / -8.69

Element x y z (Å)
O -0.246 1.286 -2.488
C 0.233 1.135 -1.055
N -0.262 0.067 -0.406
C -0.035 -0.417 0.856
N -0.075 -1.503 1.401
O -0.013 -2.431 2.061
H 0.720 2.063 -0.649
H -0.627 -0.505 -1.260
H 0.304 0.306 1.539

Force components x, y, z for each atom (eV/Å):
3.4 -1.7 9.7
-2.8 4.3 -8.9
-1.0 -3.0 -2.4
0.3 3.1 -2.6
-0.1 -2.4 0.8
-0.3 -0.5 0.0
-0.2 -1.4 0.0
0.2 0.4 2.1
0.5 1.2 1.3

Entry 13:
C2H3N2O3 | wB97M-V/def2-TZVPD

## Properties
- HOMO energy (alpha / beta) (eV) = -16.36 / -16.36
- energy relative to the best compared isomer or geometry (same formula, charge and spin) (eV) = 5.8229
- total charge = +1
- energy (hartree) = -412.6713
- 2S+1 = 1
- LUMO (alpha / beta) (eV) = -8.69 / -8.69

Element x y z (Å)
C -0.684 0.563 -0.083
C 0.578 0.979 0.022
N -1.195 -0.617 -0.392
N 1.677 -0.006 0.013
O 2.745 0.479 0.201
O 1.371 -1.149 -0.206
O -1.775 -1.410 0.407
H -1.454 1.348 -0.039
H 0.907 2.002 0.145
H -2.171 -2.188 -0.066

Force components x, y, z for each atom (eV/Å):
0.9 2.6 1.7
-0.5 -0.4 -0.1
-0.7 -4.4 -1.6
-1.0 1.3 0.0
1.1 -0.2 0.1
-0.5 -1.2 -0.2
0.7 2.1 0.4
-0.2 -0.2 0.1
-0.2 -0.1 -0.1
0.4 0.4 -0.4

Entry 14:
C2H3N2O4 | wB97M-V/def2-TZVPD

## Properties
- HOMO energy (eV) = -3.39
- energy relative to the best compared isomer or geometry (same formula, charge and spin) (eV) = 4.6931
- total charge = -1
- energy (hartree) = -488.3046
- 2S+1 = 1
- LUMO (eV) = 3.90

Element x y z (Å)
C 0.547 0.782 0.399
C -1.472 -1.287 -0.531
N -2.360 -1.301 0.234
N 1.389 0.182 -0.363
O -3.378 -1.272 0.827
O 1.236 -1.034 -0.637
O 0.759 2.198 0.566
O 2.446 0.705 -0.858
H -0.310 0.202 0.658
H -0.544 -1.482 -0.990
H 1.687 2.309 0.695

Force components x, y, z for each atom (eV/Å):
0.7 2.6 0.1
-2.9 -0.3 1.9
3.3 -0.1 -3.6
2.0 0.0 -1.1
-2.3 0.1 2.0
-0.9 -2.7 -0.3
-2.2 -1.8 0.3
0.0 1.3 0.5
-0.4 0.7 0.6
1.5 0.2 -0.3
1.2 -0.1 -0.1

Entry 15:
C2H3N2OP | wB97M-V/def2-TZVPD

## Properties
- HOMO energy (alpha / beta) (eV) = -7.79 / -7.88
- energy relative to the best compared isomer or geometry (same formula, charge and spin) (eV) = 4.5052
- energy (hartree) = -603.9362
- 2S+1 = 1
- LUMO (alpha / beta) (eV) = -0.83 / -0.79

Element x y z (Å)
C -0.317 1.518 0.230
C 1.662 -1.273 0.022
N 0.765 0.866 0.222
N 0.735 -0.467 0.255
O -1.509 0.888 0.154
P -1.541 -0.877 0.173
H -0.231 2.630 0.017
H 1.427 -2.235 -0.004
H -0.991 -1.050 -1.067

Force components x, y, z for each atom (eV/Å):
0.2 -0.3 -1.6
1.1 4.6 0.2
1.0 1.7 0.6
-1.3 -2.0 -0.1
-0.8 -0.6 0.2
1.8 2.3 1.2
-0.7 -1.5 0.8
-1.2 -4.2 0.1
-0.3 -0.1 -1.4

Entry 16:
C2H3N2OS | wB97M-V/def2-TZVPD

## Properties
- SMILES string = S=C/N=[N+]1\CO1
- HOMO energy (alpha / beta) (eV) = -14.87 / -14.87
- energy relative to the best compared isomer or geometry (same formula, charge and spin) (eV) = 5.5500
- total charge = +1
- energy (hartree) = -660.4551
- 2S+1 = 1
- LUMO (alpha / beta) (eV) = -7.75 / -7.75

Element x y z (Å)
S -2.140 -0.285 -0.223
C -1.558 1.233 0.072
N -0.263 1.566 -0.041
N 0.615 0.720 -0.105
C 1.090 -0.590 -0.156
O 1.890 0.593 -0.347
H -2.204 2.070 0.315
H 0.908 -1.190 -1.046
H 1.259 -1.126 0.777

Force components x, y, z for each atom (eV/Å):
0.4 1.6 0.3
-3.3 -2.8 0.0
4.4 1.2 -0.7
-2.8 -0.4 0.4
-0.3 -1.9 0.2
1.6 1.8 -0.3
0.1 0.0 0.1
-0.1 0.3 0.0
-0.1 0.3 0.0

Entry 17:
C2H3N2OS | wB97M-V/def2-TZVPD

## Properties
- HOMO energy (alpha / beta) (eV) = -15.84 / -15.62
- energy relative to the best compared isomer or geometry (same formula, charge and spin) (eV) = 5.5565
- total charge = +1
- energy (hartree) = -660.4548
- 2S+1 = 1
- LUMO (alpha / beta) (eV) = -8.36 / -9.20

Element x y z (Å)
C -0.468 -0.599 -0.311
C -1.385 0.116 0.375
N 1.247 0.817 0.219
N 0.909 -0.251 -0.357
O 1.687 -0.978 -0.940
S -1.089 1.518 1.266
H -0.702 -1.495 -0.870
H -2.417 -0.227 0.355
H 2.218 1.099 0.262

Force components x, y, z for each atom (eV/Å):
-0.1 -0.8 -0.5
-0.7 1.2 1.0
-2.4 1.0 1.1
1.9 1.3 0.4
0.0 -1.1 -0.7
0.8 -1.0 -0.9
0.1 0.0 0.0
0.0 0.0 0.0
0.4 -0.5 -0.4

Entry 18:
C2H3N2P | wB97M-V/def2-TZVPD

## Properties
- HOMO energy (eV) = -8.79
- energy relative to the best compared isomer or geometry (same formula, charge and spin) (eV) = 3.3387
- energy (hartree) = -528.7190
- 2S+1 = 1
- LUMO (eV) = -0.41

Element x y z (Å)
C -1.039 0.852 -0.224
C 0.040 1.567 -0.136
N -1.827 -0.055 0.004
N 0.622 -1.224 0.131
P 1.083 0.244 0.118
H -2.675 -0.222 -0.547
H 1.437 -1.855 0.081
H 2.359 0.692 0.573

Force components x, y, z for each atom (eV/Å):
-1.5 -2.0 1.0
2.3 -0.3 0.2
-1.4 1.2 -1.2
1.7 -1.0 -0.2
-0.7 2.5 -0.2
0.5 0.0 0.4
-0.6 0.1 0.4
-0.3 -0.5 -0.3

Entry 19:
C2H3N2S | wB97M-V/def2-TZVPD

## Properties
- SMILES string = C1#[N+]SNC1
- HOMO energy (eV) = -15.39
- energy relative to the best compared isomer or geometry (same formula, charge and spin) (eV) = 3.3096
- total charge = +1
- energy (hartree) = -585.2078
- 2S+1 = 1
- LUMO (eV) = -7.72

Element x y z (Å)
C -0.543 1.345 1.458
N 0.188 2.673 0.756
S 0.781 2.429 -0.627
N 0.461 0.834 -0.653
C -0.187 0.290 0.493
H 1.019 0.071 -1.091
H 0.606 -0.369 1.005
H -0.959 -0.479 0.552

Force components x, y, z for each atom (eV/Å):
1.7 1.8 -1.0
-1.5 -0.5 1.0
-0.9 -2.1 2.0
0.8 -2.6 -2.4
1.3 1.1 2.3
-0.3 1.4 -0.7
-0.6 1.0 0.2
-0.6 0.1 -1.3

Entry 20:
C2H3N2S2 | wB97M-V/def2-TZVPD

## Properties
- SMILES string = C1=NC=[NH+]SS1
- HOMO energy (eV) = -14.23
- energy relative to the best compared isomer or geometry (same formula, charge and spin) (eV) = 1.6662
- total charge = +1
- energy (hartree) = -983.5619
- 2S+1 = 1
- LUMO (eV) = -7.04

Element x y z (Å)
C 0.596 1.409 0.456
N -0.562 0.900 0.278
C -0.989 -0.206 -0.253
N -0.313 -1.347 -0.220
S 1.312 -1.478 0.218
S 2.008 0.819 -0.342
H 0.696 2.291 1.076
H -1.974 -0.178 -0.707
H -0.774 -2.210 -0.508

Force components x, y, z for each atom (eV/Å):
-0.1 0.0 -0.4
0.0 0.7 0.8
0.2 -0.8 -0.2
-0.8 0.2 -0.2
1.2 2.5 -0.2
-0.5 -2.8 0.3
0.0 0.1 0.2
0.0 -0.3 -0.1
0.1 0.2 -0.2